(1)
Density functional theory data (the ωB97M-V functional and the def2-TZVPD basis) for a structure of composition C44H35AlBO9S2 in a non-equilibrium geometry.

Computed properties:
Kohn-Sham gap   8.24 eV
HOMO level   -10.9 eV
Total charge   +1
Energy relative to the best compared isomer or geometry (same formula, charge and spin)   0.269 eV

XYZ file:
```
92
Properties=species:S:1:pos:R:3:forces:R:3
O -3.171 5.398 3.128 0.01 0.01 0.03
H -4.097 3.820 -1.905 -0.04 -0.03 -0.01
H 0.668 0.362 2.605 0.04 -0.04 -0.06
C 0.065 -5.480 0.921 0.02 -0.08 0.14
O -2.514 2.940 -0.518 0.33 0.34 -0.05
H -5.233 2.880 1.230 -0.01 0.09 0.03
C 2.725 1.388 0.143 0.06 0.02 -0.02
C -3.749 -4.310 1.016 -0.02 -0.08 -0.08
O -1.738 4.263 1.853 -0.04 0.08 0.13
C -2.860 -1.879 2.019 -0.02 0.00 -0.02
H 3.805 5.863 -2.364 0.00 -0.02 0.06
C -2.788 4.367 2.656 0.13 -0.13 -0.13
H -2.526 -0.918 2.400 -0.02 -0.08 -0.04
C 1.694 1.100 -0.745 -0.01 0.11 0.15
C 0.897 -2.352 -4.736 -0.08 0.01 -0.01
H -2.936 2.591 3.827 0.03 -0.01 0.04
C 4.610 5.457 0.937 -0.06 -0.01 0.00
O 1.053 4.451 0.752 0.84 0.44 -0.38
C 3.970 1.697 -0.369 0.05 0.04 0.06
H -2.835 -2.850 3.930 -0.01 0.00 -0.06
C 3.704 5.619 -1.314 0.18 0.04 -0.06
C 4.763 5.753 -0.415 -0.03 -0.02 -0.01
H 1.075 0.891 -2.799 0.06 0.03 0.07
H -3.204 -0.916 -3.171 0.03 0.02 -0.01
C -0.511 -1.804 -1.311 0.13 -0.17 0.03
C 1.747 -2.548 -2.082 -0.11 0.03 0.06
O -4.569 3.475 -1.127 -0.05 0.01 -0.16
H 2.556 1.394 1.214 -0.03 -0.01 -0.05
O -3.432 2.083 1.933 0.07 0.07 0.30
C -2.197 -1.263 -2.976 -0.01 -0.10 0.08
C -3.724 2.958 -0.288 -0.37 -0.36 0.26
S -2.855 -0.636 -0.388 0.27 0.20 0.14
C 0.515 -3.023 2.181 0.03 0.04 0.03
C 0.552 -0.602 2.125 -0.03 0.00 0.08
C -4.360 2.306 0.916 0.11 0.12 -0.05
H 4.777 1.940 0.314 -0.02 0.01 -0.05
C 2.180 -2.713 -4.452 0.07 -0.02 0.08
C -1.767 -1.361 -1.637 -0.32 -0.01 -0.16
H -4.709 1.338 0.546 -0.08 -0.05 -0.14
C 2.367 4.876 0.542 -0.48 -0.15 0.13
C -0.146 -4.326 0.224 -0.02 0.13 0.00
H 1.059 -4.198 3.910 -0.02 0.01 -0.04
H 1.011 -1.741 3.857 -0.02 -0.02 -0.05
H 3.252 4.786 2.497 -0.01 0.02 -0.04
H 2.875 -2.929 -5.254 -0.02 0.00 0.04
C 3.155 1.418 -2.612 0.00 -0.01 -0.02
H -1.663 -1.563 -5.012 0.02 0.00 0.03
C -0.021 -2.053 -3.695 -0.07 0.02 -0.05
C -3.475 -4.190 2.378 -0.01 -0.02 0.09
B 0.427 4.502 -0.539 0.22 -0.23 0.60
H 0.684 -6.361 2.801 -0.02 0.04 -0.03
H 3.322 1.433 -3.683 -0.02 0.01 0.06
H -3.952 -6.259 2.770 0.01 0.04 0.01
C 0.511 -5.436 2.263 -0.05 -0.06 -0.12
O -4.132 -0.265 -1.063 0.06 -0.05 -0.10
C 0.090 -3.067 0.831 -0.05 -0.11 -0.03
C 0.404 -2.157 -2.349 0.04 0.05 0.05
C -3.038 -2.960 2.869 0.00 0.00 -0.02
H 6.161 2.604 -1.551 -0.03 -0.01 -0.02
C 0.177 -0.678 0.765 0.26 0.49 0.34
H 3.633 -3.092 -2.888 -0.05 0.00 -0.02
C -3.562 -3.246 0.151 -0.01 -0.10 0.01
C 5.566 2.065 -2.287 -0.07 -0.05 0.04
H 5.488 2.676 -3.186 -0.01 0.00 0.01
C 0.719 -1.764 2.813 -0.01 -0.06 -0.02
H 5.721 6.106 -0.776 -0.03 0.00 0.01
H 5.447 5.590 1.611 -0.03 -0.02 -0.03
C 2.514 5.171 -0.797 -0.18 0.02 -0.27
H -0.111 -6.438 0.447 0.01 0.04 0.03
C -0.083 -1.841 0.120 0.06 -0.64 -0.29
S 0.046 0.779 -0.215 -0.33 0.24 -0.21
H 6.108 1.154 -2.557 -0.02 0.03 0.02
C 3.389 5.010 1.447 0.21 0.01 0.08
C -3.103 -2.041 0.660 -0.12 -0.08 0.04
H -2.739 -5.569 3.857 -0.02 0.01 -0.02
C 0.722 -4.237 2.880 -0.01 0.10 0.00
H -4.105 -5.258 0.627 0.02 0.05 0.03
H -4.493 3.248 3.304 -0.08 0.00 0.01
H -4.436 -5.144 4.050 0.02 0.00 -0.02
O -0.309 1.833 0.870 0.20 0.22 0.19
C 1.895 1.113 -2.121 -0.03 0.00 -0.02
C -1.343 -1.623 -3.978 0.06 -0.01 -0.02
C -3.470 3.043 2.993 0.07 -0.11 -0.25
C -3.662 -5.359 3.311 0.03 0.06 -0.04
C 2.610 -2.808 -3.105 0.00 0.00 -0.10
H -0.495 -4.363 -0.800 0.02 0.01 0.00
H -3.771 -3.349 -0.909 0.02 0.00 0.06
C 4.203 1.724 -1.747 0.07 0.00 -0.01
Al -0.994 3.475 0.525 -0.71 -0.38 -0.51
H 0.558 -2.285 -5.764 0.01 0.02 0.05
H 2.084 -2.633 -1.056 -0.02 0.03 -0.03
O 1.324 4.948 -1.480 0.02 -0.01 0.21
```
Forces are in eV/Å.

---

(2)
Density functional theory data (the ωB97M-V functional and the def2-TZVPD basis) for a structure of composition C44H35MnNP2S3Sb in a non-equilibrium geometry.

Computed properties:
Spin multiplicity   6
⟨S²⟩   8.929
Kohn-Sham gap (alpha / beta)   5.40 / 6.91 eV
HOMO level (alpha / beta)   -3.8 / -4.9 eV
Total charge   -1
Energy relative to the best compared isomer or geometry (same formula, charge and spin)   0.404 eV

XYZ file:
```
87
Properties=species:S:1:pos:R:3:forces:R:3
C 1.005 4.101 -0.886 -0.06 0.13 -0.04
H 3.338 -0.397 -0.908 -0.01 0.00 0.00
C 2.034 3.073 -4.395 0.06 0.00 0.05
C -2.039 -3.425 0.737 0.01 0.01 0.02
C 1.914 -3.721 1.685 -0.04 -0.08 -0.01
H 3.763 3.744 -5.462 0.01 0.01 -0.01
C -0.019 4.180 -4.912 -0.18 0.01 -0.07
S 1.450 0.095 -2.709 -0.01 -0.17 -0.26
C 1.581 4.604 0.274 0.00 0.05 -0.01
C 2.227 -5.878 3.412 0.01 -0.02 0.01
H -2.693 -2.909 2.720 0.01 0.01 -0.02
C 4.142 -0.042 2.849 0.05 0.04 0.06
P 1.721 -2.355 0.500 0.17 0.21 0.57
C 0.863 1.932 0.121 0.01 0.00 -0.06
C 4.718 0.824 1.931 0.01 0.02 -0.03
Mn 0.318 -1.902 -1.827 -0.09 0.69 -0.02
C -2.733 -6.033 1.429 0.01 0.01 0.00
C 1.014 -5.213 3.347 -0.01 -0.03 0.02
C 0.665 3.221 -4.176 0.15 0.01 0.06
H -3.000 -7.048 1.697 -0.01 -0.01 0.01
C -3.654 1.016 3.158 0.00 0.02 -0.01
C -2.667 2.440 -0.965 0.06 -0.06 0.03
H 0.178 -5.530 3.957 0.01 -0.01 0.01
H 2.350 -6.722 4.078 0.00 0.00 0.01
S -1.959 -1.376 -1.588 -0.36 0.07 -0.19
C 2.006 4.841 -6.027 -0.04 0.02 -0.01
S 2.245 -3.069 -1.319 0.31 -0.34 0.00
H -1.711 1.662 3.801 0.00 0.00 0.00
H -2.445 4.629 -3.530 0.00 -0.03 0.05
H -3.318 -5.207 3.323 0.00 0.00 0.01
C -3.807 2.940 -0.355 -0.04 0.02 0.01
C -2.301 -0.673 1.424 0.10 0.04 0.05
C 3.281 -1.039 2.417 -0.04 -0.06 0.06
C 3.578 -0.311 0.144 0.02 -0.08 0.02
H 0.844 4.768 -1.728 0.00 -0.02 -0.01
C 3.134 -4.392 1.754 0.03 -0.02 -0.04
H -4.186 2.462 0.539 -0.01 -0.02 0.03
H 0.083 5.726 -6.391 0.01 0.01 -0.01
C -2.909 -5.003 2.341 -0.01 -0.09 0.00
H 4.361 0.058 3.905 0.00 0.00 0.00
H 4.858 1.375 -0.141 0.01 0.01 0.01
C 0.641 4.987 -5.829 0.04 0.03 -0.04
H -4.247 -1.273 0.733 0.02 -0.01 -0.01
H 2.830 -1.705 3.143 -0.01 -0.01 -0.02
Sb -0.241 1.917 -2.741 -0.10 0.04 0.32
N -0.375 -3.633 -4.443 0.00 -0.05 0.02
H -0.506 0.134 2.245 -0.01 0.00 0.00
C 0.862 -4.134 2.485 -0.01 0.08 0.06
C -3.693 -0.641 1.419 -0.03 -0.03 -0.01
C 2.998 -1.183 1.062 -0.07 0.13 -0.12
C -4.454 4.045 -0.890 0.01 0.01 0.00
C 2.698 3.877 -5.309 0.04 0.01 -0.01
C 3.290 -5.462 2.616 0.01 -0.02 0.03
C -3.946 4.634 -2.037 -0.06 0.02 0.04
C -4.367 0.193 2.292 -0.03 0.04 0.02
C -0.099 -3.008 -3.511 0.07 0.00 0.04
H -1.493 -4.261 -1.173 0.00 0.03 0.03
C -1.880 -4.462 -0.179 0.06 -0.02 -0.08
H -5.344 4.442 -0.418 0.00 0.00 0.00
C 0.642 2.765 -0.975 0.06 -0.14 0.02
C -1.590 0.157 2.280 0.01 -0.02 -0.01
C -2.268 1.005 3.145 -0.01 0.03 0.03
C 0.259 -1.546 0.444 -0.20 -0.59 -1.13
C -2.219 -5.759 0.169 -0.02 -0.05 0.02
P -1.397 -1.771 0.301 0.13 -0.01 0.58
H 5.382 1.610 2.269 0.01 0.01 0.01
H -2.184 1.574 -0.523 0.01 -0.02 -0.01
H 2.525 5.468 -6.742 0.00 0.00 -0.01
H -1.088 4.304 -4.797 0.06 -0.04 0.00
H -2.084 -6.556 -0.551 0.00 -0.01 0.00
C -2.561 -3.705 1.997 -0.04 0.08 0.03
H 1.598 1.770 2.125 0.02 0.00 0.02
C 1.786 3.773 1.365 0.01 -0.02 0.06
C -2.133 3.027 -2.112 -0.11 -0.04 0.03
H 1.871 5.648 0.324 0.00 0.00 0.00
H 2.238 4.163 2.270 0.00 0.00 0.01
H 0.636 0.871 0.061 -0.01 0.03 -0.02
H -5.450 0.214 2.292 0.00 0.00 0.00
H 2.580 2.313 -3.851 0.00 -0.01 0.01
C -2.801 4.125 -2.640 0.07 0.11 -0.20
H -4.438 5.499 -2.467 0.00 0.00 -0.01
H -4.184 1.678 3.831 0.00 0.00 0.01
H 4.240 -5.979 2.666 0.00 -0.01 0.00
C 1.421 2.436 1.287 0.00 0.02 0.03
C 4.433 0.689 0.580 0.01 0.01 0.02
H -0.081 -3.609 2.438 -0.01 0.02 -0.02
H 3.960 -4.078 1.126 -0.02 0.01 -0.01
```
Forces are in eV/Å.